{
  "formula": "C31H24Br3GaIN5O2",
  "method": "wB97M-V/def2-TZVPD",
  "charge": 2,
  "orbital_gap_ha": 0.2338,
  "lumo_ha": -0.240,
  "homo_ev": -12.88,
  "largest_force_ev_per_a": 3.75,
  "symbols": ["Ga", "O", "C", "C", "C", "C", "C", "C", "C", "O", "N", "N", "C", "C", "Br", "C", "C", "C", "C", "C", "C", "C", "H", "H", "H", "H", "H", "H", "H", "H", "H", "H", "H", "H", "H", "H", "Br", "C", "C", "C", "N", "C", "C", "C", "C", "C", "Br", "C", "C", "N", "H", "H", "H", "H", "H", "H", "I", "C", "C", "C", "C", "C", "N", "H", "H", "H", "H"],
  "positions_angstrom": [[-0.7395, 0.4346, 0.4683], [-1.9152, -3.0940, -3.5814], [-2.4583, -1.8351, -3.6455], [-3.5227, -1.5371, -4.4886], [-4.0090, -0.2350, -4.5923], [-3.4865, 0.7663, -3.8015], [-2.4565, 0.5009, -2.9153], [-1.9248, -0.7840, -2.8698], [-0.8749, -1.1131, -1.7879], [-1.4405, -0.9680, -0.5192], [0.2572, -0.2073, -2.0654], [0.8871, 0.2583, -0.8308], [2.0964, -0.0090, -0.6702], [2.9192, 0.3566, 0.5195], [2.2938, 1.8453, 1.5849], [4.1493, -0.1376, 0.7861], [4.8643, -1.2577, 0.3380], [6.2756, -1.2863, 0.1491], [6.9754, -2.3662, -0.2940], [6.2731, -3.4884, -0.8040], [4.8663, -3.4846, -0.7125], [4.1542, -2.3853, -0.1748], [-2.5548, -3.7046, -4.0015], [-3.9342, -2.2247, -5.2365], [-4.7203, -0.0422, -5.3292], [-3.8483, 1.7905, -3.9534], [-2.0628, 1.1248, -2.1844], [-0.5784, -2.1280, -1.8146], [-0.1856, 0.5852, -2.4705], [2.5827, -0.5517, -1.4725], [4.7168, 0.4725, 1.5662], [6.9271, -0.3458, 0.4096], [8.0582, -2.3740, -0.4309], [6.8324, -4.3096, -1.2296], [4.2614, -4.3325, -0.9902], [3.0978, -2.4998, -0.1457], [-5.9378, 2.3387, 4.1776], [-4.5442, 1.5886, 3.0267], [-4.0864, 0.3148, 3.0556], [-3.0383, -0.0648, 2.2266], [-2.3919, 0.8656, 1.4908], [-2.8313, 2.1154, 1.4584], [-3.9238, 2.5395, 2.1854], [-2.1012, 3.0056, 0.5108], [-2.4137, 4.3942, 0.2761], [-1.5488, 5.1038, -0.5049], [-1.7440, 6.9321, -0.4636], [-0.4671, 4.4192, -1.1489], [-0.2861, 3.0777, -0.9455], [-1.0618, 2.3804, -0.0838], [-4.4199, -0.4431, 3.7388], [-2.5962, -1.0475, 2.3026], [-4.2414, 3.5620, 2.1243], [-3.2673, 4.8713, 0.7679], [0.2277, 4.9540, -1.8257], [0.5939, 2.5326, -1.3125], [-0.3251, 1.8297, 3.9218], [0.1152, -0.1542, 3.3912], [0.8280, -0.8024, 4.3472], [1.4108, -2.0462, 4.0770], [1.1625, -2.5682, 2.8047], [0.5534, -1.7908, 1.8429], [0.0444, -0.5733, 2.1100], [0.8785, -0.3427, 5.3464], [1.8229, -2.6419, 4.9018], [1.3427, -3.6309, 2.5449], [0.4704, -2.1521, 0.8458]],
  "atomic_forces_ev_per_a": [[0.0534, -0.6638, -0.5196], [-0.7274, 0.1778, -0.0855], [-0.0223, 0.5092, -0.0714], [-0.2036, 0.3333, -0.8924], [1.5047, -0.9052, 1.1131], [-0.1741, 1.5290, -0.0911], [-0.5472, -2.4168, -1.2296], [0.2192, -1.6351, 0.5337], [-1.1817, 0.4946, -0.5391], [0.3641, 1.3643, 1.0103], [1.0762, -0.4687, 0.9599], [-2.9166, 0.0981, 0.0246], [2.5169, -0.4934, 1.1638], [-0.5589, -0.0024, -1.1275], [0.2146, -0.5646, -0.6999], [0.5173, 2.7843, 2.3094], [0.1504, -2.5695, -2.7221], [0.9789, 2.9917, 1.8678], [-0.2888, -1.5663, -1.6337], [-0.8525, 0.9467, 0.8865], [0.2026, 0.7350, 0.4445], [2.3731, -0.5775, -0.0888], [0.6197, 0.3330, 0.2506], [0.3055, -0.2475, 0.6194], [-1.1745, 0.4414, -0.9117], [0.0651, -0.4167, 0.2895], [0.2969, 1.7916, 0.8613], [0.6468, -1.0347, -0.6218], [0.0852, 1.1047, -0.4792], [0.3471, -0.0723, -0.0921], [-0.7819, -0.7815, -0.9897], [-1.5844, -1.7737, -0.2904], [-0.3343, 0.3363, 0.3090], [-0.1860, -0.1290, 0.0376], [0.1985, -0.2195, -0.3455], [-0.7659, 0.2336, 0.3402], [1.0685, -1.0332, -0.8558], [-0.9057, 3.0301, 0.3533], [0.4990, -1.7239, 0.0246], [0.5403, 1.6187, 0.3095], [-0.6687, -1.4838, 0.5594], [-0.7994, 0.9383, -0.5633], [0.1039, -1.0856, 0.2433], [0.1427, 0.8440, -0.3524], [-0.1214, -2.7110, 1.0115], [1.2760, -0.7387, -0.3869], [0.1508, 0.6085, -0.5037], [-0.2083, 1.1335, -0.5856], [0.4088, -0.1485, 0.7171], [-0.3227, 0.9000, 0.0974], [-0.5760, -0.0133, 0.1736], [-0.1223, -0.0920, -0.3208], [-0.2630, 0.1305, 0.1563], [0.4604, -0.2443, -0.2038], [-0.5806, -0.2918, 0.6351], [-0.5544, 0.4246, -0.1299], [-0.5404, -0.0635, 0.0254], [0.5593, 1.4857, -1.0949], [0.6414, -0.8642, 1.5707], [-1.3548, -0.2405, -0.0117], [0.3205, -1.1127, 0.2946], [-0.0292, 0.3498, 0.6911], [0.1261, 0.0263, 0.1737], [0.1432, -0.4346, -0.5807], [0.1662, 0.3246, -0.6015], [0.3596, 0.9296, 0.2409], [-0.3559, -0.1293, -0.6768]],
  "nbo_charge": [1.84, -0.68, 0.40, -0.29, -0.16, -0.23, -0.21, -0.14, 0.23, -0.95, -0.46, -0.46, 0.16, -0.20, 0.10, -0.09, -0.07, -0.17, -0.21, -0.13, -0.21, -0.19, 0.50, 0.23, 0.23, 0.22, 0.18, 0.19, 0.37, 0.25, 0.24, 0.24, 0.24, 0.24, 0.23, 0.20, 0.16, 0.03, -0.27, 0.12, -0.61, 0.17, -0.22, 0.31, -0.26, -0.05, 0.23, -0.23, 0.06, -0.63, 0.27, 0.24, 0.25, 0.26, 0.27, 0.24, 0.27, 0.11, -0.27, -0.09, -0.23, 0.07, -0.64, 0.26, 0.26, 0.26, 0.24]
}

***

{
  "formula": "C31H24GaN5O6S3",
  "method": "wB97M-V/def2-TZVPD",
  "orbital_gap_ha": 0.2955,
  "lumo_ha": -0.019,
  "homo_ev": -8.56,
  "largest_force_ev_per_a": 0.11,
  "symbols": ["Ga", "O", "C", "O", "C", "O", "O", "C", "C", "C", "C", "C", "C", "C", "S", "O", "O", "N", "C", "C", "C", "C", "C", "C", "C", "C", "N", "C", "H", "H", "H", "H", "H", "H", "H", "H", "H", "H", "H", "H", "H", "S", "C", "C", "C", "N", "C", "C", "C", "C", "C", "N", "C", "C", "H", "H", "H", "H", "H", "H", "H", "H", "S", "C", "C", "N", "C", "H", "H", "H"],
  "positions_angstrom": [[-1.4316, -0.7830, -1.4848], [-5.0450, -1.9711, -0.6790], [-3.9129, -1.7883, -1.0406], [-3.1696, -0.7504, -0.7276], [-3.1765, -2.8253, -1.9587], [-3.7349, -3.7962, -2.3999], [-1.9187, -2.5127, -2.1864], [5.0081, 1.6308, 2.2164], [3.5908, 1.7073, 1.7195], [3.3006, 1.6847, 0.3606], [1.9873, 1.7349, -0.0915], [0.9496, 1.8004, 0.8193], [1.2206, 1.8422, 2.1826], [2.5300, 1.7959, 2.6226], [-0.7618, 1.8001, 0.3343], [-1.4069, 0.9064, 1.2547], [-1.1919, 3.1682, 0.2817], [-0.7960, 1.1208, -1.1429], [-0.7878, 1.9425, -2.2768], [-0.2310, 3.1959, -2.3998], [-0.3099, 3.9101, -3.6144], [-0.9279, 3.3964, -4.7170], [-1.4926, 2.1028, -4.6442], [-2.1471, 1.4686, -5.7247], [-2.6484, 0.2072, -5.5790], [-2.4871, -0.4511, -4.3474], [-1.8940, 0.1225, -3.3276], [-1.4090, 1.3857, -3.4373], [5.7193, 1.6670, 1.3925], [5.1773, 0.7044, 2.7688], [5.2290, 2.4567, 2.8935], [4.1105, 1.6244, -0.3571], [1.7743, 1.6996, -1.1526], [0.4020, 1.8910, 2.8887], [2.7368, 1.8179, 3.6865], [0.2360, 3.6680, -1.5489], [0.1281, 4.8990, -3.6552], [-0.9946, 3.9575, -5.6399], [-2.2419, 1.9978, -6.6652], [-3.1550, -0.2992, -6.3876], [-2.8306, -1.4672, -4.1997], [1.4336, -2.2159, 4.2631], [0.6602, -2.0269, 2.6934], [-0.6953, -2.2340, 2.4672], [-1.2071, -1.9820, 1.2131], [-0.4447, -1.5787, 0.1903], [0.8691, -1.4533, 0.3921], [1.4621, -1.6638, 1.6166], [0.1772, -1.6415, 5.3763], [0.0280, -2.2745, 6.6000], [-0.8972, -1.7581, 7.4980], [-1.6625, -0.7030, 7.2451], [-1.5143, -0.1125, 6.0599], [-0.6066, -0.5274, 5.0994], [-1.3622, -2.5399, 3.2598], [-2.2683, -2.0565, 1.0236], [1.4583, -1.1243, -0.4506], [2.5210, -1.4811, 1.7400], [0.6098, -3.1514, 6.8497], [-1.0328, -2.2293, 8.4651], [-2.1508, 0.7433, 5.8667], [-0.5310, -0.0037, 4.1552], [2.5976, -1.2219, -4.0295], [1.9598, -2.7435, -3.5807], [0.8486, -2.5769, -2.8244], [0.5091, -1.2630, -2.5942], [1.3486, -0.4501, -3.1745], [2.4139, -3.6663, -3.8985], [0.2129, -3.3525, -2.4282], [1.2655, 0.6266, -3.1297]],
  "atomic_forces_ev_per_a": [[0.0543, 0.0212, -0.0876], [0.0093, -0.0107, 0.0241], [-0.0250, 0.0362, -0.0741], [0.0000, -0.0093, 0.0248], [0.0207, -0.0449, 0.0753], [-0.0033, 0.0138, -0.0222], [-0.0040, 0.0071, -0.0077], [0.0015, -0.0015, -0.0027], [-0.0102, 0.0011, 0.0010], [-0.0042, 0.0107, 0.0047], [-0.0152, -0.0542, -0.0460], [-0.0204, -0.0292, 0.0473], [0.0160, -0.0118, -0.0040], [0.0170, -0.0129, 0.0025], [0.0147, -0.0036, 0.0024], [0.0111, -0.0543, -0.0106], [-0.0056, 0.0013, 0.0077], [0.0304, 0.0255, 0.0231], [-0.0587, -0.0051, -0.0287], [0.0124, -0.0086, -0.0110], [0.0027, 0.0081, 0.0006], [-0.0027, 0.0024, -0.0035], [0.0121, -0.0053, 0.0008], [0.0035, 0.0025, 0.0017], [-0.0025, -0.0044, -0.0003], [0.0040, -0.0030, 0.0047], [-0.0359, -0.0123, 0.0042], [0.0108, 0.0130, -0.0051], [0.0009, -0.0009, 0.0001], [-0.0014, 0.0029, 0.0016], [0.0002, 0.0023, 0.0000], [0.0023, 0.0008, -0.0001], [0.0107, 0.0122, 0.0211], [-0.0013, 0.0111, -0.0050], [-0.0026, 0.0015, -0.0002], [0.0000, 0.0001, -0.0092], [0.0002, -0.0002, 0.0018], [0.0013, -0.0002, -0.0005], [0.0018, 0.0001, -0.0001], [-0.0001, 0.0000, -0.0001], [-0.0054, 0.0077, -0.0115], [-0.0093, -0.0508, 0.0656], [0.0359, 0.0174, -0.0531], [0.0144, -0.0131, 0.0108], [-0.0348, 0.0131, 0.0187], [0.0220, 0.0191, 0.0353], [0.0009, 0.0188, 0.0008], [-0.0166, 0.0276, 0.0333], [-0.0104, 0.0529, -0.0610], [0.0132, -0.0103, 0.0079], [0.0105, 0.0001, -0.0169], [-0.0113, 0.0082, 0.0103], [0.0045, -0.0084, 0.0072], [-0.0079, -0.0163, 0.0132], [0.0049, -0.0025, 0.0111], [0.0025, 0.0090, -0.0069], [0.0125, 0.0199, 0.0234], [-0.0034, -0.0058, 0.0036], [-0.0017, -0.0024, 0.0067], [0.0014, -0.0034, -0.0006], [0.0026, 0.0022, -0.0040], [-0.0157, 0.0163, 0.0080], [0.0029, 0.0269, 0.0106], [-0.0021, -0.0081, 0.0160], [0.0022, -0.0051, -0.0322], [-0.0281, -0.0237, -0.0417], [0.0014, 0.0141, 0.0195], [-0.0003, -0.0014, -0.0004], [-0.0109, 0.0048, 0.0024], [-0.0191, -0.0083, -0.0071]],
  "nbo_charge": [1.89, -0.57, 0.67, -0.86, 0.67, -0.58, -0.89, -0.63, -0.01, -0.22, -0.22, -0.26, -0.20, -0.21, 2.34, -0.94, -0.94, -1.11, 0.26, -0.28, -0.16, -0.22, -0.08, -0.10, -0.26, 0.12, -0.53, 0.11, 0.22, 0.22, 0.23, 0.21, 0.22, 0.24, 0.22, 0.24, 0.22, 0.22, 0.22, 0.23, 0.24, 0.33, -0.12, -0.27, 0.12, -0.56, 0.06, -0.21, -0.15, -0.27, 0.05, -0.41, 0.05, -0.28, 0.25, 0.24, 0.22, 0.23, 0.23, 0.20, 0.20, 0.24, 0.48, -0.45, -0.03, -0.52, -0.14, 0.26, 0.27, 0.24]
}